Here is a 14-piece molecular cluster, C56H112O14 overall at a distorted geometry from the Open Molecules 2025 dataset. Energies are from wB97M-V/def2-TZVPD.

## Properties
**Energy relative to the best compared isomer or geometry (same formula, charge and spin)**: 34.6 kcal per mole
**LUMO energy**: 0.53 eV
**2S+1**: 1

```
182
Properties=species:S:1:pos:R:3:mulliken_charge:R:1
C 11.3679 14.3752 19.2315 1.673
C 10.0055 14.0522 19.8739 -0.880
C 10.1339 12.4962 20.0572 -0.125
O 11.5090 12.2094 20.1031 -0.509
C 11.9968 13.0146 19.0123 1.463
H 12.0129 14.9195 19.8929 0.221
H 11.2847 14.8311 18.2429 -1.194
H 9.1158 14.2924 19.2507 0.316
H 9.8439 14.5370 20.8064 0.364
H 9.7306 11.9424 19.2122 -0.115
H 9.5742 12.0797 20.9715 0.326
H 11.6757 12.5214 18.0800 -0.156
H 13.0602 13.0204 19.0221 -1.069
C 14.6600 14.4832 21.2027 -0.504
C 15.3120 14.1611 19.8200 3.180
C 16.8427 14.3921 20.0803 0.336
O 16.9863 14.5619 21.4753 -0.552
C 15.7858 15.0710 22.0208 -0.617
H 14.2700 13.6115 21.6881 0.372
H 13.7973 15.1292 21.0096 0.029
H 14.8715 14.7569 19.0134 -1.090
H 15.2909 13.0829 19.5792 -1.563
H 17.2454 15.2812 19.5643 0.001
H 17.4005 13.4975 19.8052 -0.373
H 15.7082 16.1948 22.0173 0.245
H 15.8230 14.7674 23.0882 0.332
C 16.5741 10.1296 18.7110 -0.456
C 15.5594 9.5330 19.7329 -1.113
C 14.1919 10.0853 19.3497 -0.540
O 14.4671 11.2050 18.5494 0.676
C 15.6418 10.8881 17.7861 0.977
H 17.0974 9.3619 18.1383 0.462
H 17.3244 10.7741 19.1903 0.107
H 15.7911 9.7756 20.7276 0.310
H 15.4854 8.4324 19.6936 0.286
H 13.6197 10.4010 20.2052 0.406
H 13.5111 9.3645 18.7769 0.192
H 15.9826 11.8326 17.3458 -0.842
H 15.3449 10.2613 16.9252 -0.412
C 12.0643 8.5674 10.1432 -0.837
C 10.8903 9.6342 10.1305 -0.661
C 11.1333 10.4190 11.4032 -0.182
O 12.5304 10.3240 11.6936 -0.026
C 13.1914 9.4293 10.7304 -0.499
H 12.3655 8.2015 9.1633 0.442
H 11.9103 7.6675 10.7662 0.231
H 9.8901 9.2327 10.0082 0.441
H 11.1850 10.2151 9.2609 0.176
H 10.5852 10.0325 12.2638 0.369
H 10.8551 11.4697 11.2488 0.087
H 13.8779 8.8580 11.3743 0.193
H 13.7191 10.0566 10.0259 0.510
C 17.2159 11.1360 14.1521 1.812
C 16.7157 9.9047 13.3473 -0.165
C 17.1231 8.6447 14.2457 -0.589
O 17.3595 9.2026 15.5415 -0.353
C 18.0001 10.4775 15.2816 -0.293
H 16.3759 11.7758 14.5040 -1.415
H 17.9161 11.8038 13.6142 0.445
H 17.0037 9.8102 12.3171 0.622
H 15.6390 9.8770 13.2395 -0.606
H 18.0286 8.1561 13.8467 0.243
H 16.3186 7.9033 14.4001 0.346
H 19.0555 10.2744 15.0504 0.404
H 18.0476 10.9801 16.2616 -0.498
C 12.4274 18.9113 12.5152 -0.567
C 12.0048 18.4902 11.0668 -0.447
C 10.7830 17.6436 11.4242 -0.458
O 11.0663 17.0106 12.6582 -0.399
C 12.1685 17.6312 13.2746 3.491
H 11.7545 19.6803 12.8326 0.389
H 13.4090 19.3621 12.6803 0.460
H 12.7339 17.8218 10.6217 -0.123
H 11.7588 19.2504 10.3633 0.543
H 10.6271 16.9017 10.6373 0.277
H 9.8512 18.2308 11.5899 0.344
H 13.0130 16.9460 13.2094 -1.614
H 11.9081 17.8152 14.3696 -1.982
C 9.4544 11.0399 15.8504 0.035
C 10.4633 12.1507 15.4552 2.433
C 9.5803 13.3822 15.5898 0.238
O 8.2337 12.9424 15.8831 -0.537
C 8.1394 11.6408 15.4096 -0.762
H 9.3639 10.9820 16.9628 -0.179
H 9.5563 10.0553 15.4567 0.415
H 10.8502 12.0325 14.4451 -0.619
H 11.3599 12.1820 16.0642 -1.340
H 9.5963 13.9754 14.7099 0.205
H 9.7579 14.0397 16.4334 -0.417
H 8.0377 11.6647 14.3073 0.210
H 7.1816 11.3035 15.7704 0.419
C 9.0778 17.6391 15.6905 -0.606
C 9.2586 19.1844 15.7755 -0.558
C 10.1373 19.3787 17.0040 -0.735
O 11.0925 18.3059 16.8415 -0.134
C 10.3494 17.1582 16.4800 0.450
H 9.1418 17.1900 14.6838 0.107
H 8.1734 17.3499 16.2295 0.444
H 8.3166 19.7179 15.7833 0.498
H 9.8313 19.5169 14.9326 -0.056
H 9.5766 19.3198 17.9319 0.319
H 10.6878 20.3248 17.0301 0.423
H 10.0800 16.5291 17.3254 0.762
H 10.9949 16.5985 15.8143 -0.832
C 19.9080 13.9572 16.5571 -0.893
C 18.6026 14.4233 15.7942 -0.381
C 17.4722 13.9743 16.6892 0.791
O 17.9906 12.9990 17.5005 0.094
C 19.3095 13.3879 17.8779 -0.619
H 20.6921 14.6763 16.7177 0.328
H 20.3455 13.1922 15.9091 0.304
H 18.4798 13.9152 14.8103 -0.112
H 18.7756 15.4428 15.5881 0.531
H 16.6027 13.5484 16.1819 -0.629
H 17.0616 14.8167 17.3393 -0.486
H 19.8170 12.5027 18.2801 0.321
H 19.2039 14.1203 18.7237 0.433
C 14.0196 18.7921 18.0931 -0.904
C 14.3434 18.7320 16.5974 0.141
C 15.2008 17.4213 16.5132 0.325
O 15.0084 16.6493 17.7163 -0.193
C 13.9039 17.2567 18.4286 0.608
H 13.1028 19.3066 18.3702 0.414
H 14.8662 19.2321 18.6312 0.373
H 14.9800 19.5857 16.2623 0.489
H 13.4308 18.5709 15.9691 -0.479
H 16.2785 17.6613 16.3836 0.396
H 14.9045 16.7964 15.6614 -0.811
H 14.0945 17.1264 19.4887 0.087
H 12.9485 16.7300 18.1294 -0.495
C 12.2401 13.8555 9.9058 -0.427
C 13.0095 15.1576 9.5484 0.944
C 14.1005 14.5493 8.6774 -0.911
O 14.4412 13.2672 9.2921 -0.472
C 13.2213 12.7106 9.5851 1.110
H 11.3990 13.7398 9.1949 0.472
H 11.8492 13.8832 10.9487 -0.206
H 13.4225 15.5908 10.4368 -0.993
H 12.4368 15.9171 9.0162 0.581
H 15.0372 15.1198 8.6626 0.338
H 13.6862 14.4151 7.6455 0.307
H 13.4354 12.1012 10.4674 -1.071
H 12.8409 12.0623 8.8002 0.377
C 16.0924 14.9448 11.8399 0.284
C 15.8101 16.4550 11.5790 0.043
C 16.8414 17.0751 12.5544 -0.632
O 17.4725 15.9850 13.2433 -0.500
C 16.6298 14.9078 13.2586 0.638
H 16.8732 14.5142 11.2456 0.547
H 15.1684 14.3528 11.6897 -0.736
H 14.8008 16.8717 11.7359 -0.562
H 16.1343 16.7800 10.5631 0.459
H 16.3108 17.6785 13.3076 0.110
H 17.6647 17.6353 12.1121 0.399
H 15.8195 14.8925 14.0412 -0.019
H 17.1640 13.9516 13.3715 -0.680
C 13.2411 9.2426 15.7393 1.791
C 12.0961 8.9430 14.8074 0.549
C 12.6514 7.6330 14.1330 -0.285
O 13.6427 7.0492 14.9421 -0.504
C 13.7936 7.8721 16.1216 -0.662
H 12.9502 9.8782 16.5745 -0.355
H 14.0675 9.7675 15.2440 -1.153
H 12.0285 9.7210 14.0666 -0.677
H 11.2275 8.7908 15.3744 0.131
H 13.1515 7.8636 13.1611 -0.036
H 11.8711 6.8825 13.9740 0.364
H 14.8677 7.8151 16.3818 0.259
H 13.1893 7.4365 16.9320 0.344
C 12.8660 14.7958 15.1262 2.812
C 12.8291 14.0723 13.7535 0.043
C 13.7919 12.8732 13.9620 -0.339
O 14.6709 13.2644 15.0070 1.402
C 13.9084 13.9626 15.9449 -0.039
H 11.8671 14.7220 15.5333 -1.201
H 13.1313 15.8435 14.9964 -0.802
H 13.2989 14.6647 13.0014 -0.670
H 11.8691 13.6581 13.5091 0.704
H 14.3996 12.6349 13.0921 0.468
H 13.3295 11.9562 14.2943 -0.630
H 14.6154 14.5657 16.5428 -0.788
H 13.4265 13.3608 16.7419 -0.220
```